# C26H74O17

A 11-piece molecular cluster, C26H74O17 overall at a distorted geometry (the ωB97M-V functional and the def2-TZVPD basis, OMol25).

Summary:
* LUMO energy: 0.03 eV
* HOMO-LUMO gap: 9.21 eV

Structure (ORCA input):
```
! wB97M-V def2-TZVPD RIJCOSX def2/J DEFGRID3
* xyz 0 1
H 2.02 3.60 -4.58
O 3.51 -0.97 0.10
H 3.39 -1.01 1.07
H -0.80 1.45 1.79
C -3.06 -2.23 7.68
H -0.33 -1.92 -0.50
H 3.45 2.58 -4.61
H -3.27 -3.43 -1.42
H 4.01 4.18 -2.58
H -1.71 -0.25 -3.62
H 6.90 0.12 2.27
H -2.75 -3.23 7.97
O -2.04 -1.73 6.84
H -0.33 -2.84 -7.06
H -6.88 1.84 -1.80
O -1.34 -1.70 -5.05
H 5.34 3.83 3.46
H -2.46 -4.25 -9.06
C 3.06 1.88 2.25
H -5.16 1.21 0.03
C -1.39 -0.28 5.07
H -1.84 -1.98 2.31
H 0.72 1.50 -4.08
O -1.30 -1.38 4.18
C -4.46 1.81 -0.57
O 0.80 2.55 2.58
H 1.15 -2.31 2.93
H 1.09 -1.01 -5.13
H 0.08 -1.06 0.95
H 2.19 -1.69 -3.92
C 1.60 -1.39 3.33
H -1.20 -1.73 -2.96
H -2.31 -3.56 -4.87
O 3.64 3.07 2.76
H 5.33 -1.66 1.72
H 1.46 1.16 1.20
H 1.57 -3.93 0.10
H 3.75 -2.39 4.27
H -1.21 -2.90 -9.18
H -0.05 3.02 -0.94
H -4.26 -3.14 0.03
C -3.37 2.34 0.34
O -2.33 -2.94 -7.44
H -1.17 2.69 3.07
H 7.73 -1.18 3.16
O 2.11 -3.35 -0.45
O -1.21 -0.07 -0.40
H 1.59 -1.38 4.43
O -5.11 2.82 -1.31
C -2.41 -0.56 6.16
C 1.72 2.14 1.61
H -2.94 -2.58 -9.31
C 3.82 -2.23 3.19
H 0.83 -0.58 -0.59
H -2.63 -1.06 -0.94
H -3.37 -0.71 5.64
H 2.49 -3.94 -1.12
C -1.22 -3.38 -6.70
H 2.31 4.80 -2.41
H 5.51 2.33 2.51
C -1.81 -1.32 -3.78
H -2.96 1.44 0.80
O 0.24 2.21 -1.37
C -2.20 -3.21 -8.82
C 5.22 -1.88 2.79
C 4.94 2.83 3.30
H 1.78 2.87 0.80
C -4.14 4.50 0.85
H 1.48 1.50 -5.65
H 3.75 1.42 1.53
C -3.41 -2.77 -0.55
H -5.21 4.44 0.62
H -1.06 -4.46 -6.85
H -2.55 2.79 -0.24
H -0.40 -0.17 5.52
O 2.37 0.30 -4.22
C 2.45 2.69 -4.16
O -3.73 3.24 1.36
C -1.39 -3.10 -5.23
H -2.20 -0.33 2.62
C 1.54 -0.85 -4.14
H 2.84 1.19 3.07
H -3.23 -1.55 3.37
C 6.95 -0.40 3.23
H 0.97 2.48 -1.98
C -0.54 2.43 2.22
C -2.20 -1.32 3.10
H -4.01 5.28 1.60
H -4.00 -2.30 7.12
H -0.83 0.70 -0.86
H -6.33 3.08 -2.91
C 1.70 1.45 -4.58
H -3.26 -1.58 8.53
O 2.51 2.74 -2.75
H -5.44 1.55 -2.92
H -3.59 4.78 -0.05
H 7.34 0.27 4.00
H 0.73 -0.64 -3.44
H -0.54 -3.52 -4.67
H 0.96 -0.59 2.99
H 3.48 -3.18 2.76
C -0.10 -0.92 -0.12
O -3.54 -1.42 -0.92
H 5.82 -2.79 2.93
H -0.82 3.16 1.43
H -2.51 0.28 6.85
H -1.63 0.62 4.51
H -3.94 1.13 -1.25
C 2.99 3.96 -2.23
O 2.90 -1.21 2.82
O 5.68 -0.84 3.62
H 3.05 -1.76 -0.23
H -2.54 -2.93 0.09
H -2.86 -1.57 -3.64
C -5.98 2.25 -2.28
H 4.91 2.24 4.21
H 3.10 3.81 -1.16
*
```

These are the Mulliken partial charges, in e, on atoms 1 to 2: 0.4290 -0.6333

***

# C22H12F5N5OS5V

C22H12F5N5OS5V as an isolated structure at a distorted geometry (the ωB97M-V functional and the def2-TZVPD basis, OMol25).

Summary:
* ⟨S²⟩: 0.7694
* LUMO energy (spin up / spin down): -1.47 / -1.07 eV
* energy relative to the best compared isomer or geometry (same formula, charge and spin): 0.965 eV
* HOMO-LUMO gap (spin up / spin down): 6.73 / 7.13 eV

Structure (ORCA input):
```
! wB97M-V def2-TZVPD RIJCOSX def2/J DEFGRID3
* xyz 0 2
C -0.26 -3.27 1.19
N -1.67 1.59 3.21
S 0.99 2.71 -0.77
C -2.27 1.26 1.15
H 1.44 -4.38 -1.34
H 0.31 1.98 5.01
N -0.91 1.12 1.22
H 4.24 0.36 4.62
H -0.57 -5.60 -0.85
C 1.06 1.49 4.40
H 2.50 1.48 5.98
C 2.30 1.22 4.95
V 0.46 0.53 -0.16
H 3.80 -0.14 2.22
C 3.04 0.30 2.86
S -0.79 -4.92 1.44
C -0.56 1.31 2.50
O 1.49 0.32 1.04
C 1.80 0.57 2.31
H 1.10 -2.35 -0.01
C -2.35 3.14 -3.85
H -2.81 1.12 0.23
N -1.88 -2.09 -4.64
S -1.16 -0.33 -1.46
S 1.98 -0.40 -1.70
H 2.12 -4.70 0.27
C 0.14 -5.52 -0.03
C 1.20 -4.47 -0.27
F -3.32 3.26 -4.75
C -1.54 3.39 -1.62
C 3.29 0.60 4.18
F -1.77 3.74 -0.35
C 0.98 -1.06 -2.94
F -0.90 2.27 -5.49
C -2.75 1.55 2.38
C 1.65 -1.68 -4.03
H -1.70 1.74 4.21
C -0.38 -1.04 -2.84
C -1.20 -1.62 -3.84
C -0.10 2.52 -3.30
C -0.29 2.87 -1.96
F -3.75 3.98 -2.16
C -1.11 2.64 -4.23
N 0.64 -3.22 0.20
H -3.76 1.72 2.73
F 1.07 2.01 -3.67
H 0.55 -6.50 0.21
S -0.82 -1.99 2.07
C -2.56 3.51 -2.54
N 2.24 -2.19 -4.88
C 0.77 1.15 3.08
*
```

These are the Mulliken partial charges, in e, on atoms 1 to 2: 0.3747 0.0029

***

# C5H31NO9

A 10-piece molecular cluster, C5H31NO9 overall at a distorted geometry (the ωB97M-V functional and the def2-TZVPD basis, OMol25).

Summary:
* LUMO energy: -0.28 eV
* energy relative to the best compared isomer or geometry (same formula, charge and spin): 2.817 eV
* HOMO-LUMO gap: 9.78 eV

Structure (ORCA input):
```
! wB97M-V def2-TZVPD RIJCOSX def2/J DEFGRID3
* xyz 0 1
H -0.96 0.19 1.00
H 1.19 -0.15 0.54
H 0.42 1.63 -1.21
H -2.22 -3.27 -1.20
H 2.55 2.09 -2.58
H -0.73 -0.90 -1.40
H 0.06 -1.81 -4.30
O 1.60 -2.31 -0.51
C -1.89 0.40 1.50
H -2.14 0.04 2.50
H 1.90 3.17 0.62
H -2.74 2.31 0.74
H 4.40 2.03 -0.36
H -2.45 0.65 -1.00
H 1.17 -2.09 -3.37
O 2.15 2.88 -2.23
N -1.62 -2.62 -0.70
H 0.78 -2.63 -0.87
H 2.56 3.25 -1.45
H -3.73 -0.47 -1.35
O 4.63 1.34 -1.00
H -0.99 -3.27 1.55
C -2.04 1.95 1.49
O -0.95 -3.60 2.45
O 0.22 -2.23 -3.45
H -4.02 0.02 0.94
O -0.27 2.07 -0.70
C -1.75 -1.32 -1.33
H -2.36 2.21 2.50
H 2.86 2.20 1.33
H -0.03 -3.74 2.68
H -2.96 -1.38 1.10
H 2.37 -2.75 -0.88
C -3.01 -0.35 0.73
C -2.81 -0.37 -0.79
H 4.18 0.58 -0.62
H 2.71 0.82 2.90
H -0.71 -3.02 -0.70
O 1.50 0.68 0.92
H 1.28 0.34 3.51
H -1.06 2.38 1.39
H -1.15 1.77 -0.93
H -1.86 -1.38 -2.43
O 2.83 2.97 0.76
O 2.23 0.31 3.55
H 0.85 1.37 0.68
*
```

These are the Mulliken partial charges, in e, on atoms 1 to 2: -0.6335 0.0883